# 1
Below is a structure of composition C8H6AuCl2DyN2O3 at a distorted geometry, with properties calculated with ωB97M-V/def2-TZVPD.

XYZ file:
```
23
Properties=species:S:1:pos:R:3
Dy 4.35 1.49 -2.24
Au 1.23 0.99 0.56
Cl 4.63 -0.74 -1.46
Cl 1.95 1.47 -1.58
C 0.35 0.70 2.20
C 6.55 0.92 -3.43
C 6.34 3.09 -2.91
O -0.19 0.56 3.21
O 7.62 0.77 -3.83
O 7.28 3.72 -3.16
N -3.62 1.22 1.19
C -3.25 -0.08 1.05
C -4.21 -1.13 1.05
C -3.77 -2.44 0.92
C -2.38 -2.65 0.81
C -1.52 -1.55 0.92
N -1.94 -0.29 1.03
H -2.86 1.92 1.28
H -4.48 1.52 0.77
H -5.25 -0.87 1.15
H -4.46 -3.28 0.92
H -1.95 -3.63 0.67
H -0.42 -1.72 0.89
```

Summary:
Multiplicity   8
Expectation value of S²   15.786
Molar mass   608.52 g mol⁻¹
LUMO level (alpha / beta)   -18.5 / -18.5 eV
Electronic energy   -70288.6523 eV
Charge   +4

# 2
Below is a structure of composition C8H6Cl2GaLuN2O3 at a distorted geometry, with properties calculated with ωB97M-V/def2-TZVPD.

XYZ file:
```
23
Properties=species:S:1:pos:R:3
Lu 2.27 -4.22 -1.08
Ga 1.60 -1.23 -0.17
Cl 3.95 -3.43 0.47
Cl -0.02 -4.13 -0.38
C 0.73 0.67 -1.02
C 3.36 -6.33 -0.92
C 2.71 -5.80 -2.77
O 0.17 1.66 -1.27
O 4.23 -7.09 -0.82
O 3.20 -6.52 -3.56
N -2.07 2.19 4.89
C -1.57 1.48 3.84
C -2.43 0.87 2.91
C -1.84 0.10 1.88
N -0.51 0.08 1.60
C 0.28 0.70 2.51
C -0.19 1.47 3.55
H -3.04 2.21 5.14
H -1.45 2.63 5.58
H -3.50 0.90 2.99
H -2.50 -0.38 1.15
H 1.33 0.71 2.25
H 0.51 2.01 4.18
```

Summary:
Energy above the lowest of the compared OMol25 structures with the same formula, charge and spin   3.447 eV
Molar mass   493.74 g mol⁻¹
LUMO level (alpha / beta)   -19.0 / -19.8 eV
Electronic energy   -128508.2647 eV
Charge   +4

# 3
Below is a structure of composition C8H6Cl2MnN2O3Ti at a distorted geometry, with properties calculated with ωB97M-V/def2-TZVPD.

XYZ file:
```
23
Properties=species:S:1:pos:R:3
Ti -0.29 -1.33 -3.57
Mn -0.34 -0.95 -0.91
Cl -2.14 -0.78 -2.38
Cl 1.57 -0.96 -2.41
C -0.82 -2.19 0.35
C -0.25 -0.35 -5.24
C 0.17 -2.33 -5.22
O -1.46 -2.61 1.24
O -0.17 0.29 -6.23
O 0.47 -2.98 -6.15
N 1.34 -0.90 2.65
C 0.64 0.23 2.41
C 0.63 1.29 3.37
C -0.04 2.47 3.07
C -0.69 2.54 1.83
C -0.61 1.48 0.93
N 0.05 0.33 1.19
H 1.27 -1.69 2.01
H 1.78 -1.02 3.55
H 1.20 1.15 4.30
H -0.02 3.33 3.74
H -1.22 3.45 1.53
H -1.09 1.52 -0.06
```

Summary:
Energy above the lowest of the compared OMol25 structures with the same formula, charge and spin   0.067 eV
Multiplicity   6
Expectation value of S²   8.825
Molar mass   351.86 g mol⁻¹
LUMO level (alpha / beta)   -18.0 / -17.7 eV
Electronic energy   -96945.6096 eV
Charge   +4